Molecular formula: C12H14N2O3
Method: DFT, ωB97M-V with the def2-TZVPD basis set

The value obtained for the energy above the lowest of the compared OMol25 structures with the same formula, charge and spin is 228.9 kJ/mol. For the LUMO energy, the calculation gives 0.0316 Ha. The SMILES is CO[C@@]1(C2=NCCN2)COc2ccccc2O1. The HOMO energy is -8.40 eV. The HOMO-LUMO gap comes out at 9.2599 eV.

Last column: Mulliken charge in e.
Element x y z (Å)
C1 0.74265 2.08931 -1.49316  -0.69
O1 0.18060 0.80544 -1.30813  -0.48
C2 0.35833 0.21068 -0.03731  2.01
C3 1.79697 -0.18674 0.16377  -0.53
N1 2.71668 0.65329 0.44094  -0.60
C4 3.97152 -0.07849 0.49896  -0.43
C5 3.63029 -1.54070 0.10945  -0.50
N2 2.18293 -1.48240 0.04400  -0.15
C6 -0.11555 1.11910 1.11308  -0.98
O2 -1.43780 1.53970 0.89140  -0.45
C7 -2.26781 0.53426 0.47071  0.61
C8 -3.63918 0.75687 0.48695  -0.65
C9 -4.51113 -0.24287 0.10195  -0.46
C10 -4.02289 -1.47662 -0.29699  -0.60
C11 -2.65969 -1.70034 -0.33965  -0.63
C12 -1.77748 -0.69687 0.03230  0.38
O3 -0.42138 -0.95349 -0.04683  -0.44
H1 0.77976 2.23342 -2.57139  0.28
H2 1.75045 2.13791 -1.07139  0.33
H3 0.11211 2.86219 -1.04389  0.21
H4 4.36891 -0.00481 1.51395  0.28
H5 4.68775 0.38649 -0.18121  0.28
H6 4.06475 -1.82363 -0.85585  0.30
H7 3.95178 -2.26020 0.86661  0.28
H8 1.61495 -2.17823 -0.40470  0.24
H9 -0.04138 0.53689 2.04240  0.38
H10 0.51049 2.00662 1.19309  0.39
H11 -3.99475 1.72162 0.81180  0.42
H12 -5.57448 -0.06013 0.12055  0.38
H13 -4.70267 -2.26288 -0.58669  0.39
H14 -2.25473 -2.64540 -0.66469  0.42

Molecular formula: C12H14N2PRhS
Method: DFT, ωB97M-V with the def2-TZVPD basis set

The value obtained for the energy above the lowest of the compared OMol25 structures with the same formula, charge and spin is 0.0 kJ/mol. For the LUMO energy (spin up / spin down), the calculation gives 0.0221 / -0.0730 Ha. The HOMO energy (spin up / spin down) is -3.53 / -7.77 eV. The HOMO-LUMO gap (spin up / spin down) comes out at 4.1293 / 5.7869 eV. The spin multiplicity is 5.

Last column: Mulliken charge in e.
Element x y z (Å)
C1 -0.65496 -2.53199 -0.33794  -0.05
C2 -0.59581 -3.48400 0.74246  -0.91
C3 -1.76018 -3.29076 1.52554  -0.13
C4 -2.65938 -2.41299 0.85440  -0.72
C5 -1.95219 -1.89137 -0.27612  -0.16
Rh1 0.84009 -0.29370 -1.59071  0.05
P1 1.87600 -0.95856 -3.31650  -0.14
H1 0.14831 -2.30801 -1.07837  0.53
H2 0.22907 -4.16441 0.93506  0.37
H3 -1.97373 -3.78090 2.47126  0.44
H4 -2.28952 -1.15045 -0.99918  0.38
H5 -3.67292 -2.16770 1.14772  0.40
H6 1.11757 -0.86057 -4.54289  0.08
H7 2.35158 -2.30922 -3.38763  0.07
H8 3.02944 -0.18538 -3.63784  0.09
N1 -0.85925 2.24677 -2.57901  -0.38
C6 -0.42963 2.36122 -1.31684  0.40
N2 0.07013 1.27345 -0.70389  -0.28
C7 0.40671 1.50317 0.63435  0.47
C8 0.82081 0.50923 1.50203  -0.52
C9 1.17529 0.89818 2.80373  -0.62
C10 1.23929 2.25623 3.13467  -0.55
C11 0.88240 3.25132 2.20684  -0.25
C12 0.38203 2.87072 0.96903  0.21
S1 -0.26838 3.82044 -0.40316  -0.35
H9 -1.34897 3.01099 -3.01355  0.19
H10 -0.90439 1.31695 -2.98275  0.06
H11 0.84020 -0.50946 1.12420  0.23
H12 1.40329 0.13049 3.53547  0.39
H13 1.57213 2.54034 4.13631  0.33
H14 0.98502 4.30997 2.44333  0.38

Molecular formula: C12H14N4O2
Method: DFT, ωB97M-V with the def2-TZVPD basis set

The value obtained for the energy above the lowest of the compared OMol25 structures with the same formula, charge and spin is 528.3 kJ/mol. For the LUMO energy, the calculation gives -0.0212 Ha. The SMILES is O=[N+]([O-])c1ccccc1.CC#N.CC#N.CC#N. The HOMO energy is -10.18 eV. The HOMO-LUMO gap comes out at 9.6040 eV.

Last column: Mulliken charge in e.
Element x y z (Å)
O1 4.06387 -5.78366 -0.53405  -0.59
N1 4.06159 -5.04318 0.39886  0.96
O2 4.04482 -5.46940 1.55064  -0.60
C1 4.22198 -3.58736 0.18063  0.39
C2 4.09193 -2.75155 1.25039  -0.50
C3 3.86404 -1.38727 0.93549  -0.21
C4 4.01846 -0.82601 -0.29583  -0.59
C5 4.31678 -1.76015 -1.35092  -0.27
C6 4.33542 -3.15803 -1.12344  -0.51
H1 3.99347 -3.15269 2.24828  0.45
H2 3.58620 -0.72242 1.73996  0.33
H3 3.83709 0.20775 -0.55047  0.39
H4 4.35005 -1.34506 -2.34741  0.34
H5 4.61372 -3.87448 -1.88216  0.41
C7 -1.06071 2.71246 -3.21722  -0.73
C8 -1.96570 2.46894 -2.13168  0.34
N2 -2.65844 2.18373 -1.23301  -0.37
H6 -0.70291 3.73752 -3.12059  0.25
H7 -1.51416 2.68787 -4.20812  0.27
H8 -0.22332 2.01479 -3.20514  0.25
C9 -0.82121 5.35351 2.82078  -0.64
C10 -2.08011 5.82256 3.50403  0.27
N3 -3.04629 6.19637 4.03500  -0.35
H9 -0.27853 4.68587 3.49001  0.25
H10 -0.16171 6.15308 2.48340  0.26
H11 -1.13295 4.71296 1.99579  0.20
C11 -6.86165 -1.81082 0.24134  -0.67
C12 -7.11129 -1.41122 -1.10860  0.30
N4 -7.24792 -0.98207 -2.20243  -0.38
H12 -6.42970 -2.79438 0.05662  0.23
H13 -7.83447 -1.93725 0.71646  0.24
H14 -6.26837 -1.14052 0.86330  0.28

Molecular formula: C12H15AlClNO4
Method: DFT, ωB97M-V with the def2-TZVPD basis set

For the LUMO energy, the calculation gives -0.0125 Ha. The HOMO energy is -8.82 eV. The HOMO-LUMO gap comes out at 8.4823 eV.

Last column: Mulliken charge in e.
Element x y z (Å)
Al1 -0.61933 -1.00430 0.07376  0.39
N1 -1.97490 -0.81944 1.69647  -0.38
C1 -3.28908 -0.24362 1.34671  -0.59
C2 -3.93627 -1.04083 0.22386  -0.53
C3 -3.25083 -0.86995 -1.12552  0.61
O1 -3.89090 -0.70607 -2.13486  -0.65
O2 -1.93386 -0.89320 -1.10515  -0.36
H1 -2.09356 -1.73224 2.12647  0.30
H2 -1.49958 -0.23489 2.37673  0.29
H3 -3.11785 0.78768 1.03394  0.29
H4 -3.94664 -0.21873 2.21817  0.41
H5 -4.97874 -0.75084 0.10934  0.33
H6 -3.92543 -2.10531 0.48268  0.25
C4 2.55395 -0.48933 -2.68053  -1.71
C5 1.66900 -0.17907 -1.51017  1.43
O3 0.71538 -0.95514 -1.31437  -0.55
C6 1.91726 0.97194 -0.67258  0.79
C7 3.02432 1.80759 -0.93291  -0.63
C8 3.28741 2.90883 -0.16334  -0.92
C9 2.42344 3.20743 0.90140  -0.34
C10 1.33728 2.41957 1.18068  -0.72
C11 1.05434 1.27515 0.40732  0.24
O4 0.00026 0.56458 0.72103  -0.46
H7 2.17868 -1.37826 -3.17801  0.33
H8 3.57915 -0.65745 -2.34895  0.41
H9 2.56575 0.34615 -3.38120  0.44
H10 3.68142 1.57101 -1.75835  0.38
H11 4.14197 3.53657 -0.37128  0.39
H12 2.61672 4.07717 1.51754  0.38
H13 0.66860 2.64632 2.00002  0.42
Cl1 0.97046 -2.34460 2.29381  -0.26
C12 0.03283 -2.74910 0.76378  -0.80
H14 -0.70451 -3.48522 1.08487  0.41
H15 0.74327 -3.26239 0.11863  0.40

Molecular formula: C12H15AsN8O3OsS4
Method: DFT, ωB97M-V with the def2-TZVPD basis set

The value obtained for the energy above the lowest of the compared OMol25 structures with the same formula, charge and spin is 41.6 kJ/mol. For the LUMO energy (spin up / spin down), the calculation gives -0.0433 / -0.0646 Ha. The HOMO energy (spin up / spin down) is -6.91 / -7.62 eV. The HOMO-LUMO gap (spin up / spin down) comes out at 5.7296 / 5.8592 eV. The spin multiplicity is 5.

Last column: Mulliken charge in e.
Element x y z (Å)
Os1 0.00640 -0.32571 0.11812  1.22
N1 2.71687 -1.87186 2.96168  0.26
C1 2.54174 -1.57743 1.68077  -0.13
N2 1.39561 -0.91627 1.57034  -0.11
C2 0.92459 -0.85566 2.85255  0.46
N3 1.69892 -1.43209 3.73029  -0.80
C3 -0.31324 -0.12587 3.09065  0.36
C4 -0.88001 0.10362 4.33658  -0.35
N4 -1.97403 0.83777 4.47469  -0.58
C5 -2.50387 1.34851 3.36952  -0.39
C6 -1.96723 1.11746 2.11242  -0.25
N5 -0.87317 0.37241 1.97597  -0.05
H1 3.47960 -2.39720 3.35652  0.20
H2 3.27056 -1.79288 0.91376  0.24
H3 -0.42927 -0.31826 5.22554  0.47
H4 -3.39031 1.96035 3.47691  0.37
H5 -2.40638 1.51541 1.20831  0.45
S1 2.00658 -4.32343 0.05349  -0.41
As1 3.55826 -3.46911 -1.04371  0.32
S2 2.79225 -1.34230 -1.69675  -0.21
S3 0.74566 -1.51873 -1.62736  -0.18
S4 5.36581 -2.86939 -0.15585  -0.45
O1 -1.80359 1.34019 -2.46661  -0.85
C7 -2.38704 0.47181 -1.83398  0.42
C8 -3.83350 0.06545 -2.06389  -0.61
C9 -4.06116 -1.08697 -1.09480  -0.48
C10 -2.77432 -1.14379 -0.29483  0.49
O2 -2.54385 -1.84130 0.67342  -0.59
N6 -1.85197 -0.25782 -0.81858  -0.25
H6 -3.96524 -0.19191 -3.11353  0.34
H7 -4.46761 0.92962 -1.86272  0.29
H8 -4.19399 -2.04842 -1.59109  0.26
H9 -4.90415 -0.95096 -0.41908  0.31
C11 1.65610 2.11414 -3.82535  -1.18
N7 1.05302 1.86939 -2.53495  0.24
C12 1.70647 1.89899 -1.38094  0.45
N8 2.98249 2.34132 -1.34840  -0.39
O3 1.16443 1.54511 -0.29068  -0.78
H10 0.99962 1.70742 -4.59071  0.33
H11 2.61228 1.59331 -3.90987  0.39
H12 1.79912 3.17925 -4.02439  0.34
H13 0.05424 1.66656 -2.48601  0.34
H14 3.48774 2.55522 -2.18829  0.19
H15 3.50557 2.12404 -0.51917  0.25

Molecular formula: C12H15BBeF10N6O4S2
Method: DFT, ωB97M-V with the def2-TZVPD basis set

The value obtained for the energy above the lowest of the compared OMol25 structures with the same formula, charge and spin is 53.5 kJ/mol. For the LUMO energy, the calculation gives -0.0112 Ha. The HOMO energy is -10.58 eV. The HOMO-LUMO gap comes out at 10.2723 eV.

Last column: Mulliken charge in e.
Element x y z (Å)
Be1 -0.34218 -0.29202 0.04370  1.33
B1 -2.23780 -1.10060 2.17102  0.33
F1 -1.00183 -1.69960 1.74797  -0.18
F2 -2.58423 -0.24763 1.11407  -0.23
F3 -3.21101 -2.08597 2.38879  -0.37
F4 -2.00069 -0.48414 3.39395  -0.37
C1 1.96911 0.68503 -3.51441  0.70
F5 1.57141 -0.45107 -4.06818  -0.22
F6 3.13930 1.04483 -4.02859  -0.24
F7 1.08553 1.63229 -3.80047  -0.19
S1 2.20836 0.43048 -1.64352  0.71
O1 1.87576 -0.95808 -1.41767  -0.61
O2 3.53331 0.78984 -1.26269  -0.62
N1 0.95272 1.20982 -0.90623  -0.02
S2 1.36619 2.76707 -0.84338  0.70
O3 1.75876 3.13691 0.48852  -0.62
O4 2.27667 3.21914 -1.85949  -0.58
C2 -0.21350 3.71407 -1.23772  0.63
F8 0.11818 4.95949 -1.56954  -0.22
F9 -0.85437 3.20027 -2.28174  -0.21
F10 -0.98662 3.75236 -0.16550  -0.19
C3 2.99380 -3.65679 -0.73354  -0.98
C4 1.75088 -3.16367 -0.14491  0.48
N2 0.77468 -2.71961 0.25488  -0.27
H1 3.25567 -4.65567 -0.38595  0.38
H2 3.77870 -2.97352 -0.41810  0.23
H3 2.82719 -3.73085 -1.80548  0.26
C5 0.41230 3.35686 3.38935  -1.14
C6 -0.24860 2.46006 2.45229  0.45
N3 -0.76075 1.70413 1.76645  -0.16
H4 1.11277 2.72348 3.93136  0.27
H5 -0.27969 3.77521 4.12159  0.38
H6 0.82320 4.22435 2.87971  0.28
C7 -4.36994 1.28125 -2.67316  -1.04
C8 -3.20847 1.03891 -1.82480  0.37
N4 -2.29909 0.84326 -1.16144  -0.24
H7 -5.22220 0.88757 -2.11609  0.32
H8 -4.28609 0.84098 -3.65971  0.29
H9 -4.54439 2.35546 -2.72864  0.30
C9 3.40223 -1.12829 3.04907  -1.18
C10 2.22363 -0.60981 2.36242  0.17
N5 1.32389 -0.19753 1.79482  0.28
H10 3.79007 -0.53479 3.86802  0.34
H11 4.13653 -1.46788 2.32449  0.27
H12 3.01096 -2.04368 3.51192  0.32
C11 -3.41006 -3.99830 0.08254  -0.96
C12 -2.58709 -2.98265 -0.56222  0.48
N6 -1.88296 -2.21164 -1.03661  -0.34
H13 -4.44276 -3.84872 -0.23931  0.31
H14 -3.45166 -3.81011 1.15409  0.25
H15 -3.04587 -4.98049 -0.20191  0.32

Molecular formula: C12H15CuN4S3
Method: DFT, ωB97M-V with the def2-TZVPD basis set

For the LUMO energy, the calculation gives 0.1892 Ha. Its charge is -2. The HOMO energy is 1.93 eV. The HOMO-LUMO gap comes out at 3.2176 eV.

Last column: Mulliken charge in e.
Element x y z (Å)
Cu1 0.38267 0.79771 -0.08898  -0.53
C1 3.15716 -2.21677 -1.18521  -1.27
C2 2.00339 -1.38729 -1.03411  0.61
N1 2.05898 -0.20525 -0.42402  0.80
N2 3.25508 0.20813 -0.02182  -1.00
C3 3.12724 1.51776 0.43671  0.47
N3 4.20880 1.96242 1.09934  -0.45
S1 1.84886 2.64522 0.15684  -0.44
C4 0.70073 -1.81296 -1.39265  0.58
C5 0.33506 -3.01337 -2.06466  -0.74
C6 -0.93763 -3.16631 -2.64923  -0.18
C7 -1.85436 -2.13567 -2.54526  -0.83
C8 -1.42000 -0.98254 -1.79416  0.18
N4 -0.26781 -0.91025 -1.16259  -0.01
H1 3.10638 -3.25335 -1.59846  0.33
H2 3.63385 -2.29329 -0.17052  0.25
H3 3.90390 -1.74912 -1.85063  0.25
H4 5.02891 1.37643 1.06150  0.27
H5 4.29375 2.97076 1.25510  0.24
H6 1.09577 -3.81294 -2.21683  0.12
H7 -1.17580 -4.08464 -3.24712  0.30
H8 -2.89668 -2.24524 -2.83971  0.35
H9 -2.10257 -0.14313 -1.62625  0.11
C9 -3.13892 3.34684 1.45727  -1.27
C10 -2.09526 2.21439 1.25691  0.34
S2 -1.41339 2.26150 -0.25310  -0.50
C11 -1.81123 1.10766 2.16768  0.51
C12 -2.93579 0.57691 2.98867  -1.38
S3 -0.35899 0.38842 2.43405  -0.67
H10 -2.65213 4.35956 1.27633  0.21
H11 -3.56441 3.23951 2.39159  0.40
H12 -3.91706 3.17104 0.65246  0.19
H13 -2.51172 -0.20109 3.57690  0.36
H14 -3.71726 0.04216 2.38844  0.13
H15 -3.36949 1.42682 3.56554  0.29

Ordered total energy results: -800.8762, -1425.0084, -835.0035, -1524.8282, -5049.3508, -2930.5271, -3520.2580; unit Ha.
Ordered max |F| results: 0.8, 3.2, 5.5, 0.3, 0.4, 3.0, 5.7; unit eV/A.